(1)
C18H23Cl2NO5S in the gas phase, computed with ωB97M-V/def2-TZVPD.

Calculated values
**HOMO**: -8.73 eV

Geometry as XYZ:
```
50
Properties=species:S:1:pos:R:3:forces:R:3
Cl 1.237503 1.445033 -2.716739 -0.1 -0.2 -0.5
Cl 5.797986 -0.121636 -0.438196 0.2 -0.1 0.0
S -1.647920 3.800179 1.068297 0.2 -0.1 -0.1
O 0.571878 -0.900925 -0.126115 0.0 0.0 -0.2
O -0.645514 -0.349963 1.716872 -0.1 -0.2 0.4
O -3.004231 -0.676656 -1.057321 0.2 -0.3 0.0
O -4.539519 0.897684 -0.600420 -0.1 0.0 0.0
O 0.326363 3.666933 -1.153886 0.1 0.1 0.1
N -0.971612 0.681227 -0.270905 0.1 0.2 -0.1
C -0.372325 -0.233565 0.545906 0.0 0.3 -0.2
C 2.055833 -1.552769 1.716868 -0.3 0.1 -0.2
C 1.257022 -2.017073 0.500738 0.2 -0.5 0.3
C 0.735578 3.091880 -0.176874 0.0 0.0 0.2
C 2.288812 1.504074 -1.362822 0.3 0.1 0.5
C -3.412493 0.484731 -0.556109 0.2 0.3 0.1
C 3.466752 0.776430 -1.432230 0.0 0.0 0.0
C 2.192574 -2.540415 -0.588238 -0.3 0.3 0.2
C 2.845320 2.206200 0.857076 -0.1 0.0 -0.2
C -4.690546 -2.360082 -0.556905 0.2 0.3 -0.1
C -2.358635 2.729867 -0.216489 0.2 0.1 0.3
C 4.333529 0.780038 -0.351839 -0.4 0.3 0.1
C 1.958243 2.237044 -0.218057 0.3 -0.1 -0.4
C 0.239565 -3.089819 0.890443 0.0 0.3 -0.1
C 4.025833 1.492442 0.799819 0.2 -0.1 -0.1
C -4.001678 -1.530048 -1.628908 -0.5 -0.2 -0.1
C -2.248917 1.242761 0.099146 -0.2 -0.1 0.1
C 0.065348 3.181581 1.172804 -0.9 0.2 0.0
H -5.387782 -3.050216 -1.022885 -0.1 -0.1 0.0
H 2.618137 2.768484 1.748671 0.0 0.0 0.1
H 0.078939 2.221849 1.689487 0.2 0.0 0.0
H -2.354505 1.085173 1.183125 0.0 0.1 -0.3
H -3.459413 -2.162961 -2.334233 -0.1 0.1 0.1
H 2.924660 -1.781448 -0.846964 0.1 0.0 0.0
H -1.882032 2.968123 -1.167092 -0.1 -0.1 0.0
H 4.704605 1.486092 1.637600 0.1 0.0 0.1
H -0.428639 -2.712834 1.659866 0.0 0.0 0.0
H -0.348836 -3.377778 0.021676 0.0 -0.1 -0.1
H -0.759150 0.611629 -1.256313 0.0 -0.1 0.1
H -5.237918 -1.710099 0.121243 -0.1 0.0 0.0
H 1.622352 -2.790995 -1.478610 -0.1 -0.1 -0.1
H 2.709804 -3.427553 -0.235605 0.1 -0.1 0.1
H -4.730995 -0.912136 -2.162135 0.2 -0.1 0.0
H -3.410861 3.012111 -0.255436 0.1 0.0 0.0
H 0.757365 -3.964790 1.272713 0.1 -0.1 0.0
H -3.955548 -2.924561 0.011998 0.0 -0.1 0.0
H 1.386227 -1.189764 2.491201 0.0 0.0 0.1
H 3.703574 0.220227 -2.325277 0.0 -0.1 -0.1
H 2.736109 -0.752597 1.434664 0.1 0.0 0.0
H 2.632208 -2.385537 2.109679 0.1 -0.1 0.0
H 0.576934 3.924449 1.786710 0.1 0.0 0.1
```
Forces are in eV/Å.

(2)
A molecular structure, C18H23Cl5IIrN4O2S5 at a distorted geometry, computed with ωB97M-V/def2-TZVPD.

Calculated values
**HOMO**: -12.70 eV
**Net charge**: +2

Geometry as XYZ:
```
59
Properties=species:S:1:pos:R:3:forces:R:3
Ir 0.065239 -0.830232 0.179610 1.4 0.2 -0.3
I 5.146295 -1.367920 -0.442107 0.0 0.0 -0.1
Cl -4.394804 -6.362468 -0.457932 0.0 0.1 0.0
Cl -1.246998 -2.455794 1.543415 0.3 -0.2 0.0
Cl -1.890102 -2.871251 -3.761898 0.0 0.0 0.0
Cl -3.080709 -4.910405 1.993050 0.0 0.0 0.0
Cl -3.795252 -5.318068 -3.343406 0.0 0.0 0.0
S -2.573769 0.470903 -2.052046 0.0 0.0 0.0
S -5.278707 1.627898 -2.390048 -0.1 0.0 0.0
S 0.438637 0.687090 -1.614855 0.3 -0.3 0.2
S -2.922387 3.368118 -1.983228 0.0 0.1 0.0
S 0.016392 3.899205 -1.482059 0.1 0.1 -0.2
O 2.062721 -1.555582 -0.722661 -0.5 -0.3 0.7
O -0.838382 -1.766399 -1.340798 -0.6 0.0 0.0
N 2.150537 2.153470 0.455480 0.1 -0.1 0.0
N 1.682870 -2.696075 -2.616437 0.0 0.0 0.0
N -1.061343 0.607587 1.130823 -0.6 -0.1 -0.2
N 1.521297 -0.763605 1.779783 -0.1 0.6 0.0
C -2.782556 -4.380590 0.390955 -0.1 0.0 0.0
C 0.090637 0.444804 3.353962 0.1 -0.2 0.1
C -1.305054 2.778483 -1.736981 -0.1 -0.2 0.0
C -0.596723 1.355802 2.355852 0.1 0.1 -0.2
C -3.097815 -4.544000 -1.993097 0.0 0.0 0.1
C 1.768265 2.450118 1.872815 -0.1 0.1 0.1
C 2.364247 1.408544 2.800462 0.0 -0.1 0.1
C -1.131912 1.434477 -1.765299 0.0 0.3 0.1
C 2.492002 -2.187751 -1.702254 -0.1 -0.1 -0.5
C 3.980614 -2.375605 -1.908742 -0.1 0.1 0.1
C -1.672134 -2.789855 -1.097994 0.2 0.2 -0.2
C -2.264076 -3.449246 -2.183998 0.0 0.0 0.0
C 1.541063 0.138975 2.974937 -0.2 -0.2 0.0
C -3.694238 1.803151 -2.152407 -0.1 0.0 0.0
C 0.256478 2.608786 2.080542 -0.1 0.0 -0.2
C -1.947146 -3.292470 0.161243 -0.2 0.0 0.1
C -3.366104 -5.017649 -0.698058 0.0 0.0 0.0
C -0.718909 5.513008 -1.827161 0.0 0.0 0.1
H -0.475235 -0.483258 3.470265 0.0 0.0 0.0
H -1.306376 1.293390 0.406716 0.0 0.0 0.0
H 0.173865 3.198089 2.997503 0.0 0.0 0.0
H -1.522404 1.730327 2.796386 0.0 0.0 0.1
H 2.015189 -0.419240 3.786361 -0.1 0.0 0.0
H 2.029012 -3.192440 -3.420861 0.0 0.0 0.0
H -1.951578 0.170208 1.370839 0.0 0.0 0.1
H 0.092200 6.227841 -1.706618 0.0 0.0 0.0
H 0.684469 -2.525269 -2.536710 0.0 0.1 0.0
H -1.513573 5.752350 -1.125272 0.0 0.0 0.0
H 4.278101 -1.986026 -2.879810 0.0 0.0 0.0
H 1.809594 1.232022 0.141560 -0.1 0.1 -0.1
H -1.073327 5.550297 -2.853822 0.0 0.0 0.0
H 1.712154 2.815339 -0.198725 0.0 0.1 0.0
H 3.163939 2.187057 0.331916 0.0 0.0 0.0
H -0.188649 3.227039 1.294222 0.1 -0.1 0.0
H 2.237308 3.413899 2.068689 -0.1 0.0 0.1
H 1.345536 -1.694514 2.153219 0.1 -0.1 -0.1
H 0.075200 0.929388 4.332318 0.0 0.0 0.0
H 2.428595 1.866968 3.789501 0.0 0.0 0.0
H 2.435103 -0.846178 1.326919 0.1 0.1 0.0
H 3.393130 1.168902 2.519271 0.0 0.0 0.0
H 4.239555 -3.431664 -1.863337 0.0 0.0 0.0
```
Forces are in eV/Å.

(3)
C18H23ClN4O2S in the gas phase at a distorted geometry, computed with ωB97M-V/def2-TZVPD.

Calculated values
**HOMO**: -8.32 eV

Geometry as XYZ:
```
49
Properties=species:S:1:pos:R:3:forces:R:3
Cl 7.118173 2.126358 1.158038 0.0 0.2 0.2
S 1.181905 -1.416121 -2.659936 -1.2 -0.2 -0.3
O -2.293573 -2.647323 -1.367769 0.2 0.8 0.2
O -1.205856 -0.719029 -0.749390 -0.8 -1.0 -0.3
N 0.751326 1.166158 -3.510945 0.0 -1.6 -0.6
N 0.879750 2.411994 -3.037862 -0.9 0.7 -1.0
N 1.622316 1.033698 -1.497696 -1.0 1.0 -0.2
N 2.936810 3.999371 -0.961152 -1.3 -0.1 -0.8
C -0.652381 -1.721615 -2.846998 0.1 0.0 0.6
C 3.171679 4.207262 1.413328 -1.0 0.6 1.3
C 2.134907 0.518582 -0.232588 -1.3 0.3 0.5
C -3.157342 -2.578577 -0.199244 -0.6 -0.9 -0.1
C 5.153242 3.464786 2.552267 0.2 -0.7 -0.1
C -3.494228 -2.956612 2.213638 -0.2 -0.2 0.3
C -4.409607 -3.406196 -0.529845 0.2 -0.3 0.5
C -1.421641 -1.632950 -1.524304 1.0 0.8 0.1
C 3.875948 3.991216 2.596080 -0.3 0.5 0.5
C 4.917699 3.254648 0.119066 1.0 -0.9 0.3
C 5.635926 3.030143 1.294297 -0.4 0.6 0.2
C -2.463128 -3.021718 1.068159 -0.4 1.1 0.5
C -5.404708 -3.425352 0.663493 -0.1 -0.4 -0.5
C 3.655451 3.838290 0.190695 1.2 -0.5 -0.4
C -4.691704 -3.896323 1.935617 0.3 0.7 -0.2
C 1.507981 3.556850 -0.994454 1.0 -0.1 -0.1
C 1.338344 2.354066 -1.847464 0.9 -0.9 1.6
C 1.171928 0.327406 -2.589822 0.3 0.9 0.4
H -1.616745 -2.364827 1.315020 -0.2 -0.1 -0.2
H -6.274804 -4.104899 0.449291 0.7 0.7 0.0
H -1.108276 -1.011370 -3.546766 0.4 -0.1 0.1
H -4.099998 -4.441131 -0.737070 -0.1 0.2 -0.2
H 0.896859 4.331410 -1.427888 -0.2 0.2 -0.2
H 5.663597 3.328234 3.512824 0.2 -0.2 -0.7
H 5.313761 2.834392 -0.826804 -0.3 0.5 0.6
H -4.301563 -4.909003 1.812544 -0.1 -0.1 -0.1
H -3.847770 -1.906382 2.350781 0.2 -0.7 -0.1
H -4.867076 -2.955585 -1.414484 0.0 -0.3 0.0
H -5.783327 -2.395525 0.796589 0.0 -0.4 0.1
H 3.446697 3.747971 -1.808956 -0.4 0.0 0.4
H -5.403721 -3.939998 2.761261 0.1 0.2 0.1
H -0.755112 -2.717612 -3.244125 0.1 -0.3 -0.3
H 2.216248 4.719213 1.436337 -0.1 -0.1 0.2
H 3.131793 0.185483 -0.426283 0.7 -0.3 0.4
H -2.071519 -4.012598 0.980776 0.2 -0.8 -0.2
H -3.534100 -1.587163 -0.053372 0.3 1.0 -0.1
H 2.108507 1.314288 0.545887 0.2 -0.4 -0.7
H 1.108112 3.338046 -0.001838 0.4 0.2 0.1
H 3.429381 4.258452 3.596796 0.5 -0.2 -1.3
H 1.480544 -0.301564 0.139788 0.5 0.4 -0.5
H -2.990705 -3.268844 3.134483 -0.1 0.2 0.0
```
Forces are in eV/Å.

(4)
C18H23ClN4O3 in the gas phase, computed with ωB97M-V/def2-TZVPD.

Calculated values
**HOMO**: -8.24 eV

Geometry as XYZ:
```
49
Properties=species:S:1:pos:R:3:forces:R:3
Cl 5.383340 2.321186 0.320585 0.2 0.2 0.0
O -2.215066 -2.562395 -0.128572 -0.2 0.1 -0.3
O 2.406063 -2.464967 -1.284864 0.3 0.1 0.0
O -0.269861 0.672368 2.630700 0.2 0.0 0.2
N -2.523542 1.883277 0.282684 0.0 0.4 -0.6
N -3.238358 0.854701 -0.197623 -0.6 -0.3 -0.2
N -1.914492 -0.491405 1.607831 -0.3 -0.6 -0.4
N -1.228083 -1.699502 1.696915 0.3 0.7 0.6
C -1.320519 0.641089 2.015079 -0.2 0.0 -0.1
C -4.125785 0.100502 -2.352326 -0.1 0.0 0.1
C -3.391415 1.064713 -1.494451 0.2 0.2 0.3
C 3.160526 0.771558 0.355609 0.3 0.1 0.0
C 1.027836 -3.358641 0.528545 0.1 0.1 -0.3
C 3.018048 -1.330512 -0.843908 0.3 0.2 0.0
C 2.539185 1.804896 1.240433 -0.1 0.0 0.0
C -2.142649 1.888075 1.668566 0.1 -0.2 0.4
C 4.461099 0.918962 -0.112977 -0.2 -0.2 0.0
C -1.409468 3.994114 -0.455087 0.0 0.0 0.1
C -1.371754 -2.648316 0.738254 0.1 -0.2 0.3
C 2.450202 -0.361762 -0.024168 -0.2 -0.3 -0.1
C 4.329580 -1.156716 -1.289705 -0.2 -0.1 0.0
C -2.762740 2.267813 -1.855662 0.1 0.1 0.3
C -2.207887 2.765308 -0.694420 -0.1 -0.1 -0.2
C 5.045879 -0.037152 -0.927591 -0.1 0.0 0.0
C -0.395531 -3.799776 0.884168 0.1 0.1 -0.1
C 1.088331 -2.764938 -0.883407 -0.2 -0.1 0.3
H -0.421253 -4.176811 1.907330 0.0 -0.1 0.0
H -0.716936 -4.592150 0.207681 -0.1 0.0 0.1
H 1.618586 1.440109 1.687229 0.0 0.0 0.0
H -1.546093 2.773176 1.889107 0.0 -0.2 0.0
H -5.193885 0.316350 -2.336138 -0.1 0.0 -0.1
H 2.325726 2.706528 0.665590 0.0 0.1 0.0
H 0.739245 -3.507668 -1.606272 0.0 0.1 0.1
H 6.057937 0.098879 -1.275043 0.1 0.0 0.0
H 1.696729 -4.220319 0.568589 0.0 0.0 0.0
H -1.278591 4.527198 -1.392371 0.0 0.0 0.0
H 4.762622 -1.913085 -1.923636 0.1 -0.1 -0.1
H -3.040110 1.890627 2.297812 0.1 0.1 -0.1
H -2.716023 2.705853 -2.831415 0.1 0.1 -0.2
H -3.774760 0.167505 -3.378836 0.0 -0.1 -0.1
H -0.425370 3.746258 -0.056937 0.1 0.1 0.0
H -2.655156 -0.434776 0.882111 0.3 -0.1 0.3
H 0.442271 -1.882936 -0.967240 0.0 0.0 -0.1
H -1.911281 4.654686 0.252269 0.0 0.1 0.0
H 1.395541 -2.625148 1.249376 0.0 0.0 0.0
H -0.444895 -1.661079 2.338382 -0.1 -0.1 -0.1
H 3.227991 2.081681 2.036242 0.0 0.1 0.1
H 1.438729 -0.458615 0.338600 -0.1 -0.1 0.1
H -3.973949 -0.908759 -1.977027 0.0 -0.1 0.0
```
Forces are in eV/Å.

(5)
3 unconnected molecules or ions with the total composition C18H23F4N2O2P at a distorted geometry, computed with ωB97M-V/def2-TZVPD.

Calculated values
**HOMO**: -9.29 eV

Geometry as XYZ:
```
50
Properties=species:S:1:pos:R:3:forces:R:3
P 0.604668 0.772502 1.286012 0.0 -0.8 1.0
F -5.085150 -2.586414 1.618911 4.7 -0.3 -2.8
F -0.424478 2.185140 0.933690 0.8 -1.1 0.1
F -3.550199 -2.499911 -0.497110 -1.9 1.6 4.7
F -1.829411 -2.743120 2.644212 -2.9 3.1 -1.3
O 3.579000 -2.177742 0.447050 1.7 1.4 2.8
O 4.043198 -2.640383 2.846112 2.1 2.9 -8.3
N -2.722572 -3.021400 -5.675029 -0.3 -0.7 0.7
N 0.786070 7.197471 2.274567 0.0 -0.5 -0.8
C -0.777430 0.168350 2.477947 -0.9 0.9 0.8
C 2.732377 -0.976965 0.377007 -1.9 0.9 -0.1
C -2.861723 -2.712743 -4.367426 0.1 -0.2 -0.9
C 4.452965 -2.181855 1.630423 -1.1 -2.0 6.0
C -2.990201 -4.297924 -6.027468 0.2 0.9 0.1
C 0.911294 7.801537 1.072580 -0.1 -0.3 0.9
C -2.082310 -0.247436 1.569624 0.4 -0.7 -0.8
C 6.049444 -1.684453 1.597195 -0.1 -1.0 0.3
C -3.254108 -3.621800 -3.398117 0.0 -0.2 0.0
C 0.662744 5.751437 -0.116525 0.0 0.0 0.0
C 0.532210 5.100526 1.105928 0.1 0.1 -0.2
C -3.391962 -5.276419 -5.132325 0.0 0.1 0.3
C 1.710070 -0.774050 1.645166 1.2 -0.7 0.4
C 0.598461 5.859889 2.263033 0.1 1.0 0.0
C -3.524443 -4.928192 -3.792293 0.0 0.0 0.0
C 0.855137 7.128768 -0.137534 0.0 -0.3 0.0
C -2.567171 -1.812096 1.746668 -1.0 -1.0 -1.6
C -3.744579 -2.312101 0.983352 1.3 0.4 1.2
H 0.959342 7.665572 -1.073610 0.0 0.0 0.1
H 3.325903 0.031407 0.210158 -0.8 -2.1 0.4
H 1.653212 1.640389 1.824208 -1.2 -0.4 -0.7
H -2.985134 0.496658 1.796588 1.9 -2.0 -0.4
H -3.596153 -6.285588 -5.471648 0.0 0.1 0.0
H -2.869171 -4.521105 -7.083499 0.0 0.0 0.1
H -1.104255 1.110799 3.124981 0.7 -2.0 -1.4
H 2.052783 -1.108790 -0.595200 1.7 0.0 2.1
H -2.642912 -1.680114 -4.110311 0.0 -0.1 0.0
H 2.340307 -0.510122 2.623641 -1.3 -0.7 -2.0
H -1.803210 -0.095570 0.421720 -0.8 -0.4 2.3
H -3.835985 -5.668478 -3.061150 0.0 0.1 -0.1
H 0.498526 5.398592 3.241566 0.0 0.0 -0.1
H 0.578989 0.488998 -0.150918 -0.2 0.5 1.2
H 0.381850 4.028085 1.156201 0.0 0.3 0.0
H 6.603111 -2.005098 0.613003 -1.3 1.0 1.8
H -3.347425 -3.318890 -2.361389 0.0 -0.1 -0.3
H 0.614654 5.189848 -1.044941 0.0 0.0 0.1
H 6.155491 -0.545765 1.846721 -0.4 -2.1 -0.8
H -0.411240 -0.655143 3.224290 -0.7 1.5 -1.7
H 1.063059 8.876391 1.108850 0.0 -0.1 0.0
H 1.059489 -1.740164 1.898443 1.6 2.0 -0.9
H 6.596867 -2.262525 2.486643 -1.6 1.2 -2.0
```
Forces are in eV/Å.

(6)
A molecular structure, C18H23HgN4O4PS, computed with ωB97M-V/def2-TZVPD.

Calculated values
**HOMO (alpha / beta)**: -10.47 / -10.79 eV
**Multiplicity**: 2
**Net charge**: +1

Geometry as XYZ:
```
52
Properties=species:S:1:pos:R:3:forces:R:3
Hg 0.246664 -0.350669 0.942407 0.4 0.1 0.1
S -0.757780 -3.099136 -0.459889 0.2 -0.2 0.0
P 2.348551 -0.636348 -2.449491 0.3 0.5 0.1
O 0.524244 -3.271710 0.233009 0.1 0.0 -0.2
O -0.919580 -3.832878 -1.689783 -0.1 0.1 0.0
O 2.300323 -0.147833 -1.028195 -0.1 -0.3 0.0
O 3.274197 -0.006804 -3.449503 -0.1 -0.1 0.0
N 0.960370 1.001798 -3.906152 0.1 0.0 0.2
N -1.047503 1.167924 -0.413764 -0.3 0.1 -0.2
N 2.935488 -2.734339 -0.888690 -0.2 0.0 0.3
N -0.879340 -1.526826 -0.683368 0.0 0.0 0.3
C -4.086238 -0.788021 -2.460357 -0.1 0.0 0.0
C -2.048649 3.280133 -0.917973 0.0 0.0 0.0
C -1.998577 -0.907178 -1.220066 0.0 0.2 0.1
C -4.706055 -5.356853 3.513310 0.0 0.1 0.0
C -3.091794 1.255405 -1.706292 0.1 0.1 0.0
C -4.119801 0.573054 -2.393710 0.0 0.0 -0.1
C -1.684664 -3.586123 2.055293 0.0 0.1 -0.1
C -3.060791 2.665269 -1.595522 0.0 -0.1 0.0
C 0.729797 -0.350009 -3.295590 0.0 -0.1 0.1
C 2.640218 -2.449790 -2.321491 0.0 0.0 -0.2
C -3.043909 -1.526610 -1.867064 0.2 0.0 -0.2
C -4.018512 -4.788852 1.158524 0.0 0.0 0.0
C -1.971504 -3.638519 0.694017 0.0 -0.3 0.0
C -3.136013 -4.242920 0.240353 0.0 0.0 0.0
C -1.068547 2.477335 -0.309296 0.1 0.0 0.0
C -3.748639 -4.755042 2.522451 0.0 0.0 0.0
C -2.032370 0.530546 -1.114528 -0.1 0.0 0.1
C -2.571993 -4.144404 2.955794 0.0 0.1 0.0
H 3.501678 -2.693919 -2.938415 0.0 -0.1 0.0
H 0.399103 1.195590 -4.731515 0.0 0.0 0.0
H -2.003784 4.355237 -0.819508 0.0 0.0 0.0
H -5.310850 -6.136910 3.054500 0.0 0.0 0.0
H 2.083495 -3.142415 -0.429107 0.0 0.0 0.0
H -3.016296 -2.598766 -1.990729 -0.1 0.0 0.0
H -3.333395 -4.316649 -0.818870 0.0 -0.1 0.0
H 3.750576 -3.325590 -0.747479 -0.1 0.0 0.0
H 1.778993 -3.036768 -2.640219 0.0 0.0 0.1
H -5.382228 -4.589386 3.894976 0.0 0.0 0.0
H -4.905422 1.142219 -2.872565 0.0 0.0 0.0
H -0.112182 -0.347380 -2.616032 -0.1 0.1 -0.1
H -4.865693 -1.318794 -2.990640 0.0 0.0 0.0
H -4.922801 -5.268407 0.805562 0.0 0.0 0.0
H -2.341706 -4.124761 4.013749 0.0 0.0 0.0
H 2.006731 0.964964 -4.093160 0.0 0.0 -0.2
H 3.058691 -1.813888 -0.426521 0.1 0.0 0.0
H -3.861658 3.241135 -2.043252 0.0 0.0 0.0
H -0.761589 -3.138635 2.397709 0.0 0.0 0.0
H -4.174865 -5.783215 4.362987 0.0 0.0 0.0
H 0.574809 -1.061664 -4.104010 0.0 0.0 0.0
H -0.284513 2.927186 0.289286 0.0 0.0 0.0
H 0.816014 1.737418 -3.212982 -0.1 0.0 -0.1
```
Forces are in eV/Å.

| no. | E (Eh) |
| --- | --- |
| 1 | -2449.2965 |
| 2 | -5762.6671 |
| 3 | -1927.5924 |
| 4 | -1604.6540 |
| 5 | -1700.1016 |
| 6 | -2112.5056 |